The following is a DFT calculation (ωB97M-V with the def2-TZVPD basis set) of a 7-piece molecular cluster, C19H25Cl24FNOS overall in a non-equilibrium geometry.

```
72
C19H25Cl24FNOS | the OMol25 dataset | ωB97M-V with the def2-TZVPD basis set
C -5.25848 -4.11334 -3.85286
O -4.11089 -4.11870 -3.02186
C -3.92267 -2.84463 -2.45652
C -2.67521 -2.82263 -1.58619
C -2.65477 -1.59424 -0.67308
C -3.03861 -0.28810 -1.36741
C -2.14858 0.10000 -2.56083
C -0.90282 0.93957 -2.23676
C 0.34550 0.15159 -1.79029
C 1.22412 0.92395 -0.77868
C 0.99642 0.51841 0.65722
C -0.39263 0.73160 1.09307
N -0.52795 1.31330 2.20843
F -1.73277 1.56487 2.74209
C 0.74148 1.73192 2.83772
S 0.65883 3.57181 2.98270
C 1.77645 1.29403 1.79184
H -6.17234 -4.04318 -3.26027
H -5.25405 -3.25051 -4.52601
H -5.25719 -5.01089 -4.46098
H -3.80956 -2.09456 -3.24404
H -4.78110 -2.59189 -1.82186
H -1.80161 -2.86111 -2.23424
H -2.70465 -3.70506 -0.95074
H -3.34359 -1.76642 0.15448
H -1.65689 -1.51621 -0.24805
H -4.06038 -0.33029 -1.72986
H -3.03835 0.52794 -0.63856
H -2.76530 0.71729 -3.21135
H -1.84600 -0.75821 -3.15853
H -0.61651 1.45311 -3.15298
H -1.14528 1.73575 -1.52900
H 0.04402 -0.78409 -1.31784
H 0.96845 -0.11186 -2.63721
H 1.14488 2.00034 -0.91479
H 2.25934 0.67449 -1.00900
H 1.21034 -0.52838 0.88426
H -1.29330 0.42001 0.57446
H 0.93112 1.24711 3.78476
H -0.32944 3.78741 2.08587
H 2.30140 2.18686 1.48016
H 2.52716 0.62631 2.20026
C 4.19599 3.77066 5.19913
Cl 3.87946 5.46303 5.54977
Cl 5.08701 3.63916 3.67617
Cl 5.13110 3.04963 6.50461
Cl 2.65444 2.89253 5.03354
C 0.44415 5.19631 8.20387
Cl 1.91305 6.08271 8.61445
Cl 0.48975 4.71984 6.49569
Cl 0.33378 3.74475 9.20439
Cl -0.96317 6.22271 8.48885
C 1.45452 -4.12673 -0.04748
Cl 0.83767 -4.60705 -1.62545
Cl 1.63377 -5.54392 0.98007
Cl 3.00611 -3.30075 -0.23136
Cl 0.31866 -2.98303 0.70198
C -8.94152 -4.37386 -1.09691
Cl -7.57927 -3.29252 -0.75807
Cl -8.79247 -5.01977 -2.73567
Cl -8.93386 -5.70308 0.06292
Cl -10.45134 -3.47187 -0.95436
C 5.89852 -0.83539 -2.32103
Cl 6.92749 -1.67685 -3.47527
Cl 5.69974 -1.83021 -0.86995
Cl 6.63282 0.70595 -1.87988
Cl 4.30740 -0.54610 -3.04820
C 9.02554 3.75144 -2.96620
Cl 7.55352 3.71576 -3.94528
Cl 8.59603 3.64974 -1.25047
Cl 10.05086 2.38004 -3.39470
Cl 9.89386 5.25734 -3.26319
```

The value obtained for the largest force on an atom is 2.0 eV/Å. The net charge is +1. Its lowest unoccupied orbital energy is -4.1 eV. The gap between HOMO and LUMO is 7.58 eV. The total energy comes out at -337725.30743 eV.